This record from the Open Molecules 2025 dataset describes a molecular structure, C19H37BiNO3SSi at a distorted geometry. The level of theory is ωB97M-V/def2-TZVPD.

The charge is -1. The energy above the lowest of the compared OMol25 structures with the same formula, charge and spin comes out at 0.0 kJ/mol. The HOMO-LUMO gap comes out at 0.2320 Eh. For the largest force on an atom, the calculation gives 0.0628 Eh/bohr.

Atoms and positions in Å:
C  3.54  -2.17  0.07
H  -4.86  -1.43  -4.37
H  -4.53  1.25  -2.49
H  1.67  4.39  -0.80
C  1.24  2.48  0.12
O  1.29  1.11  -0.35
H  3.39  -1.58  -0.84
H  -0.47  -1.40  -4.48
C  -0.33  -1.98  2.80
H  -2.94  -0.42  1.13
H  4.63  -2.73  2.48
Si  0.94  -0.28  0.48
H  5.53  -0.67  1.16
H  0.55  -1.64  3.35
H  -2.05  -1.91  0.67
H  3.22  2.34  1.01
H  -0.17  3.96  0.76
H  -0.50  1.71  -2.91
C  1.66  3.32  -1.08
H  -2.71  -0.06  -5.29
C  -4.21  1.78  -1.58
H  -3.01  -1.87  2.16
C  4.53  -0.22  1.23
H  2.81  -2.99  0.09
C  -3.82  -1.66  -4.15
H  2.87  -2.92  2.64
C  -3.51  2.93  -1.64
H  -4.00  -3.55  -2.96
H  -2.22  0.90  3.16
S  0.57  -1.79  -0.86
C  -3.36  -2.77  -3.40
C  3.47  -1.31  1.32
N  -1.37  1.49  -2.37
H  -0.77  0.40  4.09
H  4.38  0.39  0.34
H  4.51  0.42  2.12
H  -4.48  1.34  -0.61
H  3.70  -1.57  3.46
H  4.54  -2.63  0.01
C  -2.36  -1.27  1.51
O  2.18  -0.68  1.49
H  2.24  3.70  1.59
O  -0.34  0.09  1.48
H  -0.03  -2.63  1.96
Bi  -1.53  -0.57  -1.84
H  -2.26  -0.57  4.15
H  -3.19  3.38  -2.58
C  -1.94  -2.78  -3.41
H  -1.27  -3.53  -2.98
C  -1.63  0.04  3.49
C  -1.50  -1.62  -4.18
H  -0.88  2.68  -0.26
C  -2.69  -0.94  -4.63
H  -0.48  2.36  1.45
H  0.96  3.19  -1.91
H  1.87  2.06  2.16
H  2.67  3.04  -1.41
C  -0.17  2.88  0.54
H  -3.17  3.45  -0.73
C  -1.15  -0.80  2.31
C  3.68  -2.18  2.55
H  -0.95  -2.58  3.48
C  2.20  2.65  1.29

Results of the Löwdin charge analysis, in e, for atoms 1 through 6:
1 C -0.1030
2 H 0.0746
3 H 0.0368
4 H 0.0809
5 C -0.6321
6 O -0.1769